Molecular formula: C3H10N2O
Method: DFT, ωB97M-V with the def2-TZVPD basis set

```
! RIJCOSX wB97M-V def2-TZVPD def2/J DEFGRID3
* xyz 0 1
C -0.296 0.723 0.341
C -0.774 -0.676 0.690
C 0.317 -1.747 0.666
N 0.300 0.736 -1.186
N -1.282 1.680 0.064
O 1.659 0.421 -1.611
H 2.183 1.130 -1.214
H -0.253 0.059 -1.716
H 0.569 1.008 0.959
H -1.048 2.561 0.518
H -0.360 1.713 -1.194
H -1.220 -0.610 1.685
H -1.596 -0.927 0.012
H -0.087 -2.720 0.952
H 0.764 -1.849 -0.326
H 1.124 -1.504 1.361
*
```

**Gap between HOMO and LUMO**: 8.73 eV
**Energy relative to the best compared isomer or geometry (same formula, charge and spin)**: 109.3 kcal/mol
**Energy**: -8296.763 eV

=====

Molecular formula: C3H10N2O
Method: DFT, ωB97M-V with the def2-TZVPD basis set

```
! RIJCOSX wB97M-V def2-TZVPD def2/J DEFGRID3
* xyz 0 1
C -0.028 1.840 -0.705
C -0.187 1.051 0.581
N 0.463 -0.279 0.595
C 0.860 -0.873 -0.479
N 1.687 -1.952 -0.569
H -0.133 2.912 -0.444
H 0.937 1.551 -1.147
H -0.762 1.690 -1.519
H 0.324 1.556 1.411
H -1.213 1.133 0.949
H 0.503 -0.551 -1.468
H 2.310 -2.274 0.159
H 1.530 -2.665 -1.270
O -2.331 -0.713 1.524
H -2.567 -1.602 1.212
H -1.394 -0.826 1.171
*
```

**Gap between HOMO and LUMO**: 9.93 eV
**Energy relative to the best compared isomer or geometry (same formula, charge and spin)**: 36.5 kcal/mol
**Energy**: -8299.922 eV
**SMILES**: CC/N=C/N.O

=====

Molecular formula: C3H10N2O
Method: DFT, ωB97M-V with the def2-TZVPD basis set

```
! RIJCOSX wB97M-V def2-TZVPD def2/J DEFGRID3
* xyz 0 1
N -1.640 -1.717 0.334
C -1.192 -0.318 0.403
C -0.328 -0.082 -0.877
N 0.703 0.928 -0.931
C 1.900 0.716 -0.125
O 1.857 1.436 1.091
H -2.402 -1.830 -0.322
H -2.064 -1.898 1.236
H -0.617 -0.123 1.310
H -1.943 0.477 0.394
H 0.170 -1.016 -1.151
H -1.055 0.090 -1.671
H 0.332 1.851 -0.827
H 1.911 -0.358 0.075
H 2.757 0.989 -0.728
H 1.611 0.857 1.788
*
```

**Gap between HOMO and LUMO**: 9.61 eV
**Energy relative to the best compared isomer or geometry (same formula, charge and spin)**: 33.9 kcal/mol
**Energy**: -8300.032 eV
**SMILES**: NCCNCO